The following is a DFT calculation (ωB97M-V/def2-TZVPD) of 2 unconnected molecules or ions with the total composition C34H33N3O.

```
71
Properties=species:S:1:pos:R:3:mulliken_charge:R:1
H -4.088 0.859 -1.125 0.414
H -8.218 -3.039 0.192 0.323
C -1.780 3.805 1.472 -1.116
C 2.360 3.641 1.335 0.246
H -7.279 -4.555 -2.373 0.329
C 2.823 3.984 0.072 -0.179
H -2.180 4.351 0.635 0.446
H 0.836 0.863 -0.972 0.345
H 5.383 -0.392 -1.127 0.483
C -2.923 -2.324 -1.115 -0.871
H 3.261 -4.094 -1.167 0.468
H -2.466 3.110 4.689 0.406
C 2.067 -2.338 -1.097 -0.900
N 1.254 -0.770 3.166 -0.810
H 3.260 0.834 -1.043 0.240
H -1.666 0.872 -1.006 0.379
C -2.448 3.824 2.681 -0.519
H 2.267 7.305 0.140 0.402
H 5.754 -3.150 0.962 0.306
H 6.365 -4.627 -2.377 0.324
O 3.408 1.570 1.602 -0.735
C -1.950 3.096 3.744 -0.613
C 2.300 6.281 0.478 -0.463
C 6.342 -3.537 -2.374 -1.001
C -0.421 -0.834 -1.102 -0.017
C 6.328 -3.507 0.108 -1.016
H -7.273 -4.542 0.138 0.327
H 1.507 6.729 2.406 0.410
H -2.017 -2.901 -1.103 0.345
C -0.090 2.348 2.397 0.059
C 4.447 -0.923 -1.115 -0.045
H -6.636 -3.123 0.979 0.300
H -0.423 1.779 4.434 0.445
C 0.804 -0.210 -1.039 -0.279
C 1.873 5.957 1.750 -0.769
H 7.344 -3.121 0.188 0.329
C -5.331 -2.299 -1.133 -0.313
H 5.783 -3.200 -3.246 0.294
C -0.806 2.349 3.605 -0.313
H -0.102 3.083 0.382 0.677
C -2.874 -0.912 -1.107 1.019
C -7.213 -3.454 0.117 -1.003
H -3.355 4.397 2.793 0.414
C 2.785 5.293 -0.355 -0.730
H 6.353 -4.596 0.137 0.334
C 4.474 -2.329 -1.144 -0.386
C 2.031 -0.926 -1.063 1.099
H -6.645 -3.144 -3.231 0.295
C -4.100 -0.218 -1.121 -1.023
H 7.361 -3.157 -2.448 0.318
C -5.291 -0.893 -1.135 -0.220
N 5.717 -3.041 -1.141 0.298
C 3.262 -0.242 -1.072 -0.675
H 1.155 -2.906 -1.091 0.373
C -0.614 3.094 1.328 0.326
C 3.251 -3.018 -1.136 -0.425
C 1.906 4.649 2.181 0.001
C -7.219 -3.467 -2.363 -1.006
H -6.222 -0.355 -1.146 0.472
C -1.643 -0.202 -1.071 -0.372
H 3.211 3.207 -0.565 0.344
H 3.134 5.543 -1.342 0.411
H -8.224 -3.052 -2.438 0.322
C 1.168 1.603 2.283 0.127
H -0.424 -1.901 -1.199 0.057
C 2.375 2.209 1.740 0.349
N -6.579 -3.003 -1.127 0.321
H -4.134 -4.071 -1.127 0.461
H 1.568 4.396 3.172 0.549
C -4.114 -2.995 -1.127 -0.242
C 1.240 0.337 2.759 -0.145
```

Results
- largest force on an atom (Eh/bohr) = 0.087
- net charge = 0
- molecular weight (g mol⁻¹) = 499.66
- total energy (hartree) = -1554.74868
- HOMO level (hartree) = -0.2257